Entry 1:
63
Properties=species:S:1:pos:R:3:mulliken_charge:R:1 method="wB97M-V/def2-TZVPD" de_lowest_kcal_mol=38.97 orbital_gap_ev=6.3 charge=+1 e_tot_ev=-44166.00197 e_homo_ev=-9.43 spin_multiplicity=1
Pt 0.00 -0.02 -0.17 0.928
C 6.89 0.69 1.18 -1.545
C 5.42 0.85 0.96 0.485
C 4.68 1.78 1.69 -1.103
C 3.34 1.96 1.45 -0.240
C 2.67 1.25 0.43 0.694
N 1.34 1.45 0.26 0.332
C 0.81 2.71 0.32 0.774
C 1.44 3.73 -0.41 -0.162
C 0.95 5.01 -0.44 -1.050
C -0.21 5.34 0.28 0.314
C -0.75 6.73 0.27 -1.597
C -0.84 4.34 1.00 -0.741
C -0.36 3.03 1.05 0.204
N -0.98 2.09 1.89 0.875
C -1.82 2.35 2.93 0.038
C -2.10 1.15 3.54 -1.139
C -1.39 0.19 2.81 -0.395
N -0.72 0.78 1.83 -1.014
C 3.43 0.33 -0.34 0.199
C 4.77 0.12 -0.03 -0.919
N 2.91 -0.21 -1.53 0.595
C 3.65 -0.63 -2.58 0.060
C 2.80 -0.87 -3.64 -1.145
C 1.53 -0.56 -3.14 -0.406
N 1.62 -0.17 -1.88 -0.824
H 7.29 1.55 1.70 0.372
H 7.41 0.56 0.24 0.372
H 7.09 -0.19 1.79 0.313
H 5.16 2.36 2.46 0.371
H 2.76 2.65 2.03 0.529
H 2.31 3.46 -0.98 0.548
H 1.45 5.77 -1.02 0.427
H 0.05 7.46 0.21 0.403
H -1.33 6.92 1.17 0.375
H -1.41 6.88 -0.58 0.301
H -1.73 4.60 1.55 0.342
H -2.15 3.33 3.18 0.424
H -2.70 0.99 4.41 0.479
H -1.33 -0.87 2.96 0.515
H 5.34 -0.61 -0.58 0.466
H 4.72 -0.71 -2.54 0.373
H 3.07 -1.20 -4.62 0.455
H 0.59 -0.58 -3.66 0.596
N -0.31 -2.30 -0.96 -0.416
C -1.62 -2.79 -0.73 0.410
C -1.91 -4.13 -0.72 -0.644
C -3.22 -4.58 -0.55 -0.712
C -4.24 -3.70 -0.33 -0.920
C -3.97 -2.32 -0.24 0.982
C -4.94 -1.35 0.11 -0.551
C -4.58 -0.04 0.22 -0.942
C -3.25 0.33 -0.06 -0.269
N -2.32 -0.54 -0.39 -0.432
C -2.65 -1.85 -0.47 0.408
H 0.39 -3.01 -0.77 0.220
H -0.21 -1.97 -1.93 0.330
H -1.11 -4.85 -0.87 0.380
H -3.43 -5.64 -0.60 0.405
H -5.26 -4.04 -0.22 0.407
H -5.95 -1.67 0.31 0.438
H -5.29 0.71 0.52 0.423
H -2.95 1.36 0.02 0.603

Entry 2:
80
Properties=species:S:1:pos:R:3:mulliken_charge:R:1 method="wB97M-V/def2-TZVPD" orbital_gap_ev=4.5 charge=-1 e_tot_ev=-173674.80453 e_homo_ev=-4.93 spin_multiplicity=1
C 1.78 -4.27 -2.67 -1.075
C 1.96 -4.83 -4.06 -0.002
I 2.78 -6.76 -4.00 0.023
C 1.62 -4.19 -5.19 -0.499
I 1.82 -5.17 -7.05 0.059
C 1.00 -2.80 -5.33 0.674
O 1.31 -2.35 -6.62 -0.418
P 1.52 -0.64 -6.81 -0.399
P 3.75 -0.88 -6.83 0.406
N 4.43 -0.89 -8.26 -0.881
O 1.70 -0.53 -4.98 -0.498
C 1.55 -1.69 -4.37 -0.186
Br 0.10 -1.38 -2.92 -0.313
H 0.80 -3.85 -2.52 0.148
H 2.54 -3.53 -2.46 0.233
H 1.94 -5.06 -1.93 0.567
H -0.08 -2.81 -5.22 0.328
H 0.10 -0.45 -6.63 0.053
H 1.45 -0.74 -8.23 0.058
H 1.70 0.79 -6.91 0.060
H 4.30 0.18 -6.07 0.021
H 4.09 -2.03 -6.07 -0.032
H 3.69 -0.84 -8.96 0.249
H 2.41 -1.99 -3.78 0.500
C 3.53 -1.61 1.28 -0.953
C 3.91 -0.77 2.25 0.208
C 2.99 0.28 2.81 0.973
O 3.42 0.98 3.71 -0.656
C 1.65 0.39 2.25 -0.866
C 1.27 -0.44 1.28 0.157
C 2.18 -1.52 0.74 1.090
O 1.74 -2.25 -0.11 -0.503
O 0.08 -0.39 0.71 -0.372
O 5.11 -0.78 2.81 -0.681
H 4.18 -2.38 0.88 0.473
H 1.01 1.17 2.65 0.510
H 0.06 -1.07 0.00 0.145
H 5.10 -0.06 3.47 0.424
C -5.93 0.94 0.72 -0.870
C -5.55 1.28 1.96 0.218
C -4.11 1.26 2.39 1.189
O -3.87 1.60 3.53 -0.684
C -3.11 0.84 1.43 -0.990
C -3.48 0.50 0.19 0.108
C -4.93 0.55 -0.25 0.926
O -5.18 0.25 -1.40 -0.672
O -2.64 0.12 -0.75 -0.395
O -6.39 1.66 2.91 -0.606
H -6.96 0.95 0.41 0.415
H -2.07 0.81 1.75 0.606
H -3.15 -0.06 -1.55 0.332
H -5.84 1.83 3.69 0.373
C -4.95 4.89 -1.26 -1.097
C -5.06 6.11 -1.81 0.374
C -4.93 7.37 -0.99 1.006
O -5.03 8.43 -1.58 -0.630
C -4.70 7.25 0.43 -0.956
C -4.59 6.03 0.98 0.336
C -4.70 4.77 0.16 0.858
O -4.58 3.71 0.74 -0.342
O -4.38 5.82 2.27 -0.608
O -5.29 6.31 -3.09 -0.574
H -5.05 3.98 -1.84 0.525
H -4.62 8.15 1.01 0.434
H -4.33 4.85 2.39 0.340
H -5.31 7.28 -3.22 0.357
C 3.99 -1.16 7.28 -0.895
C 4.48 -1.73 6.17 0.405
C 3.82 -2.92 5.53 1.044
O 4.33 -3.37 4.52 -0.624
C 2.62 -3.46 6.14 -1.155
C 2.13 -2.89 7.24 0.425
C 2.78 -1.69 7.88 1.051
O 2.25 -1.23 8.87 -0.641
O 1.04 -3.31 7.87 -0.584
O 5.57 -1.31 5.56 -0.642
H 4.45 -0.30 7.75 0.421
H 2.16 -4.32 5.67 0.439
H 0.92 -2.71 8.62 0.367
H 5.70 -1.89 4.78 0.392

Entry 3:
73
Properties=species:S:1:pos:R:3:mulliken_charge:R:1 method="wB97M-V/def2-TZVPD" de_lowest_kcal_mol=13.25 orbital_gap_ev=7.1 charge=-1 e_tot_ev=-125993.40391 e_homo_ev=-4.69 spin_multiplicity=1
Ca 0.34 1.22 0.51 0.521
S -0.58 3.11 2.39 -0.323
C -2.18 3.35 1.77 0.227
C -2.73 4.64 1.74 -0.726
C -4.00 4.90 1.25 -0.561
C -4.80 3.86 0.78 -0.660
C -4.30 2.57 0.83 -0.555
C -3.02 2.31 1.30 0.447
S -2.44 0.63 1.15 -0.060
C -2.03 0.21 2.87 -1.273
C -0.86 -0.73 2.98 0.116
C -0.76 -1.57 4.09 -0.851
C 0.32 -2.43 4.18 -0.761
C 1.25 -2.47 3.16 -1.050
C 1.07 -1.61 2.08 0.644
C 2.04 -1.66 0.93 -1.779
S 2.84 -0.15 -1.09 -0.106
C 2.36 -0.93 -2.59 0.303
C 3.33 -1.71 -3.22 -0.512
C 3.11 -2.24 -4.48 -0.837
C 1.88 -2.02 -5.09 -0.540
C 0.90 -1.28 -4.46 -0.455
C 1.10 -0.69 -3.19 0.032
S -0.17 0.24 -2.47 -0.326
N 0.05 -0.75 2.01 1.501
H -2.11 5.45 2.10 0.417
H -4.37 5.92 1.23 0.347
H -5.80 4.05 0.41 0.349
H -4.91 1.74 0.48 0.400
H -2.90 -0.23 3.35 0.539
H -1.77 1.14 3.37 0.530
H -1.51 -1.53 4.86 0.493
H 0.43 -3.08 5.04 0.434
H 2.10 -3.13 3.19 0.541
H 2.01 -2.65 0.45 0.454
H 3.05 -1.46 1.30 0.807
H 4.27 -1.88 -2.70 0.416
H 3.88 -2.83 -4.96 0.383
H 1.69 -2.44 -6.07 0.345
H -0.05 -1.11 -4.95 0.445
F 3.43 4.16 2.46 -0.250
C 3.52 3.19 1.56 0.430
F 4.80 3.11 1.18 -0.248
F 2.80 3.59 0.46 -0.260
S 2.77 1.51 2.11 0.863
O 2.53 1.72 3.54 -0.700
O 3.88 0.60 1.79 -0.812
O 1.67 -0.67 -0.02 0.775
N 1.33 -4.20 -2.30 -0.152
C 0.81 -4.95 -1.31 0.350
O 1.18 -6.09 -1.09 -0.724
C -0.26 -4.31 -0.48 0.629
C -0.79 -5.07 0.56 -0.616
C -1.76 -4.51 1.38 -0.765
C -2.16 -3.21 1.13 -0.242
N -1.67 -2.47 0.14 -0.206
C -0.74 -3.01 -0.65 -0.363
H 2.09 -4.58 -2.84 0.261
H 1.09 -3.24 -2.48 0.079
H -0.42 -6.07 0.70 0.482
H -2.19 -5.07 2.20 0.437
H -2.90 -2.73 1.76 0.428
H -0.38 -2.34 -1.43 0.252
C -1.83 4.17 -2.20 -0.911
C -0.48 3.66 -1.81 0.681
C 0.73 4.05 -2.62 -0.935
O -0.36 2.87 -0.90 -0.242
H -1.78 5.20 -2.55 0.442
H -2.52 4.08 -1.36 -0.015
H -2.18 3.54 -3.02 0.252
H 0.55 4.89 -3.28 0.392
H 0.98 3.16 -3.21 0.163
H 1.57 4.25 -1.95 0.208

Entry 4:
66
Properties=species:S:1:pos:R:3:mulliken_charge:R:1 method="wB97M-V/def2-TZVPD" de_lowest_kcal_mol=5.39 orbital_gap_ev="6.1 / 6.1" charge=+1 e_tot_ev=-61243.60888 e_homo_ev="-11.84 / -11.84" spin_multiplicity=1
Ir -0.10 -0.06 -0.23 0.496
C -2.06 3.10 -3.08 -1.448
C -2.91 2.02 -2.42 0.735
C -4.27 1.87 -3.12 -1.459
C -3.06 2.31 -0.94 0.471
C -3.68 3.48 -0.52 -0.314
C -3.71 3.84 0.81 -1.705
C -3.06 3.06 1.76 -0.435
C -2.41 1.88 1.40 0.432
C -1.73 1.02 2.44 2.036
C -0.92 1.85 3.44 -1.773
C -2.74 0.11 3.16 -1.508
C -2.48 1.51 0.05 -0.098
N -1.91 0.24 -0.33 1.215
C -2.81 -0.74 -0.79 0.136
C -4.18 -0.69 -0.55 -0.352
C -4.99 -1.71 -1.01 -0.978
C -4.43 -2.79 -1.69 -0.513
C -3.07 -2.86 -1.94 -0.621
C -2.29 -1.83 -1.48 0.878
F -0.94 -1.85 -1.65 -0.319
H -1.90 2.86 -4.14 0.429
H -1.08 3.18 -2.60 0.335
H -2.55 4.08 -3.03 0.327
H -2.37 1.08 -2.55 0.031
H -4.83 2.81 -3.09 0.317
H -4.87 1.09 -2.66 0.317
H -4.12 1.61 -4.17 0.438
H -4.14 4.13 -1.26 0.444
H -4.22 4.74 1.12 0.404
H -3.06 3.37 2.80 0.366
H -1.03 0.36 1.92 -1.116
H -1.56 2.47 4.07 0.401
H -0.22 2.51 2.92 0.394
H -0.36 1.19 4.10 0.424
H -3.53 0.71 3.62 0.322
H -2.25 -0.46 3.94 0.443
H -3.22 -0.58 2.46 0.309
H -4.59 0.16 -0.01 0.573
H -6.05 -1.68 -0.83 0.465
H -5.07 -3.61 -2.02 0.422
H -2.62 -3.68 -2.48 0.541
O 4.36 2.64 2.22 -0.528
C 4.61 1.34 2.14 0.439
O 5.56 0.83 2.66 -0.543
C 3.62 0.50 1.37 0.020
C 3.77 -0.87 1.10 0.225
Cl 5.01 -1.90 1.57 -0.061
N 2.69 -1.31 0.44 0.033
N 1.84 -0.27 0.24 -0.284
C 2.40 0.81 0.81 0.035
C 1.55 2.04 0.72 1.014
O 1.93 3.12 1.11 -0.768
O 0.37 1.82 0.19 -0.650
C 2.39 -2.60 -0.11 0.663
C 3.35 -3.31 -0.82 -0.360
C 3.00 -4.53 -1.37 -0.760
C 1.72 -5.04 -1.23 -0.580
C 0.77 -4.32 -0.51 -0.929
C 1.10 -3.10 0.05 -0.596
H 3.51 2.91 1.79 0.398
H 4.33 -2.90 -0.97 0.507
H 3.75 -5.09 -1.93 0.393
H 1.46 -5.98 -1.68 0.422
H -0.23 -4.72 -0.39 0.486
H 0.38 -2.56 0.65 0.965